Entry 1:
Here is a molecular structure, C5H8O from OMol25. Energies are from ωB97M-V/def2-TZVPD.

Computed properties:
spin multiplicity = 1
Kohn-Sham gap = 10.1 eV
calculated total energy = -270.4305 Ha
HOMO level = -8.87 eV
energy above the lowest of the compared OMol25 structures with the same formula, charge and spin = 79.9 kcal/mol

Geometry as XYZ:
```
14
Properties=species:S:1:pos:R:3:forces:R:3:mulliken_charge:R:1
C 0.00574 1.30618 1.46485 -0.421 0.531 -0.122 -0.589
C -0.92090 1.46204 0.52089 0.101 0.073 0.427 -0.448
C -0.26149 -0.90870 -1.30832 0.045 0.006 -0.175 -0.485
C 1.16451 -0.71446 -0.87737 0.310 0.043 -0.266 -0.109
O 0.85261 -1.47257 0.33723 0.008 -0.016 0.013 -0.369
C -0.41880 -1.59833 -0.18028 -0.276 -0.360 0.025 -0.251
H 0.76565 2.07824 1.55479 -0.111 -0.044 0.282 0.258
H 0.01357 0.51850 2.20643 0.160 -0.290 -0.362 0.248
H -0.94943 2.40588 -0.01069 0.115 -0.176 -0.389 0.212
H -1.66542 0.71765 0.24906 0.012 0.328 0.429 0.304
H -0.81758 -0.65198 -2.19677 -0.057 -0.064 0.249 0.350
H 1.53879 0.28136 -0.62016 -0.221 -0.175 -0.103 0.229
H 1.86995 -1.26362 -1.50020 0.199 0.004 0.164 0.267
H -1.17720 -2.16017 0.36054 0.137 0.139 -0.171 0.383
```
Forces are in eV/Å.



Entry 2:
Here is a single C5H8O molecule from OMol25. Energies are from ωB97M-V/def2-TZVPD.

Computed properties:
spin multiplicity = 1
SMILES = C#C[C@@H](C)CO
Kohn-Sham gap = 11.1 eV
calculated total energy = -270.4780 Ha
HOMO level = -10.08 eV
energy above the lowest of the compared OMol25 structures with the same formula, charge and spin = 50.1 kcal/mol

Geometry as XYZ:
```
14
Properties=species:S:1:pos:R:3:forces:R:3:mulliken_charge:R:1
C -0.68300 -1.55881 0.37570 0.004 0.039 -0.130 -1.266
C -0.14784 -0.35594 -0.41845 0.402 -0.147 0.217 0.622
C -0.89199 0.90657 0.05748 -0.105 0.113 -0.137 -0.650
O -0.29579 2.11944 -0.34362 -0.191 -0.028 -0.004 -0.478
C 1.29469 -0.08322 -0.24693 0.253 0.392 -0.057 -0.656
C 2.38221 0.43807 -0.16594 -0.210 -0.584 0.007 -0.067
H -0.50973 -1.42838 1.45354 0.033 -0.066 -0.334 0.356
H -0.21896 -2.49049 0.03987 -0.080 0.121 0.129 0.362
H -1.76812 -1.63150 0.21295 0.272 -0.038 0.055 0.321
H -0.32316 -0.51916 -1.49479 0.023 0.134 0.320 0.182
H -1.87950 0.87405 -0.41322 0.003 0.137 0.309 0.318
H -0.98988 0.85657 1.15912 -0.044 0.025 -0.356 0.291
H 0.63894 2.08182 -0.09537 -0.094 -0.024 -0.055 0.274
H 3.39214 0.79099 -0.12035 -0.266 -0.076 0.036 0.390
```
Forces are in eV/Å.



Entry 3:
Here is a molecular structure, C5H8O at a distorted geometry from OMol25. Energies are from ωB97M-V/def2-TZVPD.

Computed properties:
spin multiplicity = 1
Kohn-Sham gap = 10.4 eV
calculated total energy = -270.4748 Ha
HOMO level = -9.46 eV
energy above the lowest of the compared OMol25 structures with the same formula, charge and spin = 52.2 kcal/mol

Geometry as XYZ:
```
14
Properties=species:S:1:pos:R:3:forces:R:3:mulliken_charge:R:1
C 0.05420 -1.63415 0.21295 -0.098 0.037 0.250 -1.478
C -0.18664 -0.12149 0.53454 0.027 -0.129 -0.036 0.505
C -1.04287 0.48316 -0.61140 -0.032 0.173 -0.215 -0.836
C 0.06270 1.52354 -0.50975 -0.134 0.758 0.218 0.664
O -0.14822 2.66256 -0.17428 0.194 0.356 -0.618 -0.541
C 1.10900 0.65187 0.16822 0.150 0.197 -0.147 -0.841
H 0.45832 -1.61265 -0.81757 -0.175 0.088 0.409 0.395
H 0.82557 -2.15701 0.78899 -0.241 0.335 0.305 0.327
H -0.82613 -2.28242 0.13542 -0.072 0.361 0.404 0.332
H -0.53933 0.58747 1.36252 0.066 -2.730 0.367 0.311
H -2.00433 0.89043 -0.28822 0.146 0.000 -0.280 0.271
H -1.18182 -0.19758 -1.45360 0.382 0.291 -0.053 0.309
H 1.57649 1.16672 1.01108 0.075 0.018 -0.313 0.271
H 1.84308 0.03955 -0.35890 -0.287 0.246 -0.290 0.312
```
Forces are in eV/Å.



Entry 4:
Here is a single C5H8O molecule at a distorted geometry from OMol25. Energies are from ωB97M-V/def2-TZVPD.

Computed properties:
spin multiplicity = 1
SMILES = C=CCOC=C
Kohn-Sham gap = 8.4 eV
calculated total energy = -270.4108 Ha
HOMO level = -7.44 eV
energy above the lowest of the compared OMol25 structures with the same formula, charge and spin = 92.3 kcal/mol

Geometry as XYZ:
```
14
Properties=species:S:1:pos:R:3:forces:R:3:mulliken_charge:R:1
C 1.35129 0.07178 -1.12439 -0.089 -0.312 -0.071 -0.651
C 0.13301 0.59013 1.32636 -0.861 0.901 1.363 -0.901
C -0.92472 1.12185 0.70622 0.038 0.523 0.042 -0.050
O -1.67818 0.30069 -0.07188 0.009 0.120 0.264 -0.389
C -0.94693 -0.85824 -0.50872 0.045 -0.124 -0.053 -0.414
C 0.57718 -0.74937 -0.40054 0.252 -0.381 -1.027 -0.193
H 0.95390 0.98745 -1.56592 0.028 -0.363 -0.122 0.264
H 2.42571 -0.06484 -1.17496 -0.092 0.014 0.092 0.282
H 1.07829 1.03766 1.59771 -0.488 0.442 0.541 0.372
H -1.26489 2.14086 0.75139 0.135 0.421 -0.831 0.417
H -0.24682 -0.26860 1.83258 1.016 -1.555 -0.113 0.342
H -1.18663 -1.01447 -1.56680 -0.233 0.115 0.207 0.325
H -1.31429 -1.72513 0.05597 0.241 0.141 -0.086 0.291
H 1.04307 -1.56976 0.14297 0.000 0.059 -0.204 0.306
```
Forces are in eV/Å.